C23H17ClIIrN4OS2 as an isolated structure, computed with ωB97M-V/def2-TZVPD.

Output
- Energy relative to the best compared isomer or geometry (same formula, charge and spin): 11.0 kJ/mol
- HOMO level: -7.55 eV
- Frontier orbital gap: 6.68 eV
- LUMO level: -0.87 eV
- Calculated total energy: -77268.6780 eV

Cartesian coordinates (Å):
Ir: -0.75157 -0.38200 -0.13470
C: -4.21470 3.05033 0.31387
S: -5.05432 1.50328 -0.12524
C: -3.58132 0.55498 -0.39856
S: -2.75067 -0.06909 0.96882
N: -3.20717 0.34725 -1.62502
N: -2.07236 -0.43575 -1.63734
C: -1.99117 -1.37768 -2.51432
C: -0.99797 -2.39941 -2.25054
C: -0.66029 -3.39706 -3.16193
C: 0.25053 -4.36187 -2.78831
C: 0.80672 -4.30842 -1.51430
C: 0.42442 -3.29338 -0.66223
N: -0.47109 -2.36447 -1.00587
H: -4.99632 3.75580 0.59052
H: -3.65847 3.43184 -0.53853
H: -3.54327 2.89355 1.15618
H: -2.72202 -1.45385 -3.30964
H: -1.10423 -3.39066 -4.14794
H: 0.53317 -5.14538 -3.47819
H: 1.52437 -5.04492 -1.18273
H: 0.84032 -3.20754 0.33388
Cl: 5.52941 -0.91422 2.74316
C: 4.22126 -0.70555 1.61626
C: 4.48914 -0.53975 0.28466
C: 3.46014 -0.37592 -0.65421
I: 3.90761 -0.15679 -2.66829
C: 2.12416 -0.36222 -0.27235
O: 1.12948 -0.20893 -1.08277
C: 1.86753 -0.54751 1.12629
N: 0.54654 -0.56659 1.46941
C: 0.20270 -0.74983 2.72617
C: 1.15978 -0.92451 3.73769
C: 2.48946 -0.90932 3.42359
C: 2.88783 -0.72173 2.08174
H: 5.51716 -0.53996 -0.05138
H: -0.85541 -0.74682 2.95094
H: 0.82552 -1.06660 4.75537
H: 3.24379 -1.04242 4.18668
C: -0.37720 4.45491 0.08605
C: -0.52815 3.78238 -1.11739
C: -0.66107 2.39952 -1.13732
C: -0.64540 1.65014 0.04074
C: -0.48576 2.34454 1.24058
C: -0.35309 3.72707 1.26692
H: -0.27339 5.53237 0.10397
H: -0.54009 4.33398 -2.04996
H: -0.76378 1.90160 -2.09411
H: -0.48737 1.81045 2.18368
H: -0.23339 4.23614 2.21598